Computed, not measured: one molecule with the formula C6H7ClO at a distorted geometry, with wB97M-V/def2-TZVPD.

Geometry as ORCA input:
```
! RIJCOSX wB97M-V def2-TZVPD def2/J DEFGRID3
* xyz 0 1
C 0.049 2.335 -1.012
C 0.330 1.139 -0.724
C 0.997 -0.136 -0.311
Cl 2.556 0.126 0.532
C 0.814 -1.333 -1.220
O -0.574 -1.397 -0.745
C -0.236 -0.757 0.530
C -1.224 0.235 1.255
H -0.425 3.319 -1.025
H 1.477 -2.356 -0.933
H 0.837 -0.909 -2.292
H -0.039 -1.593 1.288
H -1.552 1.209 0.748
H -2.158 -0.400 1.573
H -0.853 0.517 2.338
*
```

Energy in eV: -20900.5589
SMILES: C#C[C@]1(Cl)CO[C@@H]1C
E_HOMO in eV: -10.0
Gap between HOMO and LUMO in eV: 10.99
Relative energy (zero: lowest compared OMol25 entry of this formula, charge and spin) in kJ/mol: 480.0
Molar mass in g/mol: 130.6
Lowest unoccupied orbital energy in eV: 0.95

Computed, not measured: one molecule with the formula C3H9BO2 at a distorted geometry, with wB97M-V/def2-TZVPD.

Geometry as ORCA input:
```
! RIJCOSX wB97M-V def2-TZVPD def2/J DEFGRID3
* xyz 0 1
C 2.170 0.321 -0.088
C 0.747 -0.176 0.275
B -0.421 0.878 0.013
O -0.034 2.185 -0.179
O -1.748 0.727 -0.022
C -2.504 -0.476 0.008
H 2.017 1.116 -0.714
H 2.719 0.601 0.796
H 2.699 -0.485 -0.754
H 0.527 -1.166 -0.053
H 0.596 -0.363 1.424
H -0.706 2.820 0.050
H -2.031 -1.156 -0.622
H -3.570 -0.306 -0.290
H -2.613 -1.043 0.929
*
```

Energy in eV: -8030.0260
SMILES: CCB(O)OC
E_HOMO in eV: -10.6
Gap between HOMO and LUMO in eV: 11.31
Relative energy (zero: lowest compared OMol25 entry of this formula, charge and spin) in kJ/mol: 10.8
Molar mass in g/mol: 87.9
Lowest unoccupied orbital energy in eV: 0.68